(1)
{"formula": "C3H4N4O", "method": "the ωB97M-V functional and the def2-TZVPD basis", "relative_energy_ev": 4.252, "energy_ev": -11179.717, "smiles": "NNC1=NC(=O)C=N1", "homo_lumo_gap_ev": 8.909, "charge": 0, "max_force_ha_per_bohr": 0.12888, "homo_ev": -9.98, "species": ["C", "C", "C", "H", "H", "H", "H", "N", "N", "N", "N", "O"], "positions_angstrom": [[-0.247, 0.273, -0.260], [1.673, -0.547, -0.072], [1.709, 1.153, 0.206], [-1.372, -1.150, 0.971], [-2.005, -1.395, -0.681], [-1.974, 1.216, -0.351], [2.626, 1.848, 0.502], [-2.320, -0.974, 0.208], [-1.640, 0.346, -0.062], [0.351, -0.887, -0.268], [0.529, 1.494, -0.166], [2.670, -1.377, -0.027]]}

(2)
{"formula": "C3H4N4O", "method": "the ωB97M-V functional and the def2-TZVPD basis", "relative_energy_ev": 5.076, "energy_ev": -11178.893, "smiles": "Nc1n[nH]cc1N=O", "homo_lumo_gap_ev": 7.968, "charge": 0, "max_force_ha_per_bohr": 0.10297, "homo_ev": -9.05, "species": ["C", "C", "C", "H", "H", "H", "H", "N", "N", "N", "N", "O"], "positions_angstrom": [[-0.486, -0.381, -0.894], [0.330, 1.245, 0.341], [0.458, -0.076, 0.163], [-1.989, -1.892, -1.472], [-0.623, -2.364, -0.366], [-1.019, 2.879, -0.718], [0.724, 1.802, 1.175], [-1.007, -1.698, -1.064], [-1.067, 0.659, -1.336], [-0.763, 1.843, -0.439], [1.133, -0.982, 0.989], [1.628, -0.488, 2.083]]}

(3)
{"formula": "C3H4N4O", "method": "the ωB97M-V functional and the def2-TZVPD basis", "relative_energy_ev": 6.344, "energy_ev": -11177.625, "smiles": "[H]/N=C1/C=NN=CON1", "homo_lumo_gap_ev": 9.721, "charge": 0, "max_force_ha_per_bohr": 0.17427, "homo_ev": -9.76, "species": ["C", "C", "C", "H", "H", "H", "H", "N", "N", "N", "N", "O"], "positions_angstrom": [[-0.049, 0.657, 0.824], [0.031, -0.918, -1.648], [0.508, -0.680, 1.073], [-0.564, 2.322, 1.620], [-0.880, 1.253, -1.062], [-0.301, -0.825, -2.801], [0.646, -0.793, 2.280], [-0.495, 1.350, 1.835], [0.113, 1.106, -0.596], [-0.329, -1.848, -0.810], [0.447, -1.676, 0.442], [0.872, 0.052, -1.157]]}

(4)
{"formula": "C3H4N4O", "method": "the ωB97M-V functional and the def2-TZVPD basis", "relative_energy_ev": 8.161, "energy_ev": -11175.808, "homo_lumo_gap_ev": 9.148, "charge": 0, "max_force_ha_per_bohr": 0.17937, "homo_ev": -9.80, "species": ["C", "C", "C", "H", "H", "H", "H", "N", "N", "N", "N", "O"], "positions_angstrom": [[1.312, -0.851, -0.056], [-0.573, 0.582, -0.260], [-1.453, -0.583, -0.055], [1.118, 2.232, -0.579], [2.433, -0.518, 0.401], [1.828, -2.535, -0.101], [-1.858, 2.175, 0.309], [0.713, 0.292, -0.244], [0.983, -1.981, -0.127], [-0.954, 1.869, -0.193], [-2.456, -1.119, 0.335], [1.595, 1.291, 0.475]]}

(5)
{"formula": "C3H4N4O", "method": "the ωB97M-V functional and the def2-TZVPD basis", "relative_energy_ev": 5.182, "energy_ev": -11178.787, "homo_lumo_gap_ev": 8.960, "charge": 0, "max_force_ha_per_bohr": 0.11400, "homo_ev": -9.45, "species": ["C", "C", "C", "H", "H", "H", "H", "N", "N", "N", "N", "O"], "positions_angstrom": [[-0.246, -0.295, -0.322], [-1.344, 0.650, 0.255], [1.023, 0.089, 0.557], [-1.965, -0.640, -1.917], [-0.889, -2.334, -2.522], [-2.247, 0.787, -0.210], [0.944, 1.081, 2.450], [-1.007, -1.098, -2.168], [0.058, -1.005, -1.318], [-1.001, 1.115, 1.390], [0.469, 0.588, 1.760], [2.240, 0.156, 0.202]]}

(6)
{"formula": "C3H4N5O2S", "method": "the ωB97M-V functional and the def2-TZVPD basis", "relative_energy_ev": 3.695, "energy_ev": -25543.555, "homo_lumo_gap_ev": [7.156, 7.121], "charge": 1, "max_force_ha_per_bohr": 0.04182, "homo_ev": [-13.47, -13.46], "species": ["C", "C", "C", "N", "N", "N", "N", "N", "O", "O", "S", "H", "H", "H", "H"], "positions_angstrom": [[1.062, -1.422, 0.158], [1.833, -0.264, 0.038], [-0.424, 1.028, -0.098], [-4.085, 0.690, 0.353], [-5.124, 0.402, 0.542], [-0.204, -1.373, 0.036], [-1.590, 1.354, -0.466], [3.232, -0.114, 0.056], [3.938, -1.070, 0.218], [3.572, 1.054, -0.096], [1.163, 1.332, -0.024], [1.640, -2.326, 0.362], [-0.787, -2.170, 0.239], [-2.465, 1.066, 0.041], [-1.762, 1.812, -1.360]]}